No. 1
C4H3FO | wB97M-V/def2-TZVPD

XYZ file:
```
9
C4H3FO, DFT wB97M-V/def2-TZVPD
C 0.120 1.659 -0.393
C -0.377 -0.241 0.876
C 0.410 0.972 -1.413
C -0.123 -1.472 0.507
O 0.627 0.197 -2.228
F -1.120 0.227 1.890
H 0.433 2.518 0.097
H -0.329 -2.245 1.144
H 0.360 -1.615 -0.479
```

DFT total energy	-329.135636	a.u.
Kohn-Sham gap (alpha / beta)	8.4 / 8.4	eV
energy above the lowest of the compared OMol25 structures with the same formula, charge and spin	394.6	kJ/mol
LUMO (alpha / beta)	-0.98 / -0.98	eV
total charge	0



No. 2
C4H3FO | wB97M-V/def2-TZVPD

XYZ file:
```
9
C4H3FO, DFT wB97M-V/def2-TZVPD
O -2.502 -1.623 -0.087
C -2.112 -0.521 -0.095
C -1.692 0.731 0.028
F -0.547 1.154 -0.527
H -2.366 1.520 0.303
C 2.672 -0.269 0.540
C 1.982 -0.471 -0.419
H 3.181 -0.516 1.478
H 1.384 -0.004 -1.223
```

DFT total energy	-329.157369	a.u.
Kohn-Sham gap	9.3	eV
energy above the lowest of the compared OMol25 structures with the same formula, charge and spin	337.6	kJ/mol
SMILES	O=C=CF.C#C
LUMO	-0.02	eV
total charge	0



No. 3
C4H3FO3 | wB97M-V/def2-TZVPD

XYZ file:
```
11
C4H3FO3, DFT wB97M-V/def2-TZVPD
O -0.521 0.197 2.900
C -0.419 0.077 1.753
O -1.400 -0.323 1.037
C -0.855 -0.561 -0.300
C 0.357 0.254 -0.286
C 1.217 0.626 -1.270
F 0.972 0.449 -2.566
O 0.675 0.569 1.002
H -0.568 -1.791 -0.087
H -1.680 -0.393 -1.114
H 2.223 0.896 -1.069
```

DFT total energy	-479.743989	a.u.
Kohn-Sham gap	9.9	eV
energy above the lowest of the compared OMol25 structures with the same formula, charge and spin	121.8	kJ/mol
SMILES	O=C1OC/C(=C\F)O1
LUMO	0.42	eV
total charge	0



No. 4
C4H3FO6Sm | wB97M-V/def2-TZVPD

XYZ file:
```
15
C4H3FO6Sm, DFT wB97M-V/def2-TZVPD
C -0.928 0.457 -1.155
C -0.589 -1.027 -0.993
O 0.693 -1.402 -1.553
C 1.789 -1.273 -0.888
O 2.025 -0.555 0.086
O 2.774 -1.970 -1.345
O -0.012 1.319 -0.771
F -1.164 0.648 -2.532
H -1.314 -1.655 -1.518
H -0.603 -1.272 0.077
O -1.665 1.501 4.195
C -0.848 1.435 3.386
O 0.199 1.561 2.850
Sm 1.591 1.606 0.727
H -1.947 0.629 -0.566
```

DFT total energy	-1363.255948	a.u.
Kohn-Sham gap (alpha / beta)	7.5 / 6.2	eV
2S+1	8
LUMO (alpha / beta)	-4.27 / -7.15	eV
total charge	+1